DFT (ωB97M-V/def2-TZVPD) results for a molecular structure, C32H79N5O14Sr2 at a distorted geometry.

```
132
Properties=species:S:1:pos:R:3:forces:R:3
Sr 3.344 -8.513 -10.260 0.0666 1.4940 0.8975
Sr -1.414 -1.047 -9.094 0.6752 -0.2243 -0.5054
C 0.738 -5.073 -7.963 -0.9925 3.1119 -0.0506
C 1.757 -5.789 -8.542 -0.2907 -3.6760 0.8821
C 2.563 -5.257 -9.732 1.1636 2.2748 -2.1921
O 3.431 -5.880 -10.463 -1.3374 -1.7732 1.9066
C 2.344 -3.921 -10.163 -2.2033 0.1076 2.4967
C 1.244 -3.150 -9.587 -0.2903 0.7744 -2.2054
C 0.355 -3.770 -8.408 0.2586 -0.0488 -0.7213
O -0.667 -3.119 -8.037 1.7174 -0.7238 -0.2393
O 0.831 -2.048 -10.154 0.3464 -2.4627 2.2717
O 1.866 -7.026 -8.118 1.4023 1.6160 -2.2379
H 0.182 -5.409 -7.100 0.1190 -0.5886 -0.0128
H 2.920 -3.532 -10.990 -0.0732 0.0132 -0.0558
C 0.862 -5.403 -3.692 -0.4958 0.4251 0.1833
O 0.522 -5.081 -2.361 0.1438 -0.3540 0.7018
H 0.655 -6.457 -3.876 0.0396 0.1398 0.1917
H 0.183 -4.794 -4.288 0.2717 -0.0862 -0.8589
H 1.912 -5.193 -3.899 0.0244 -0.0148 -0.2386
H 0.913 -4.233 -2.138 0.0073 -0.0198 0.0485
C 5.676 -3.893 -13.069 -0.2115 1.6991 -0.5057
O 4.718 -4.904 -13.104 0.0697 -1.6275 0.3474
H 5.139 -2.978 -12.820 0.2416 0.4900 -0.2784
H 6.511 -3.914 -12.369 0.0501 -0.8853 0.3160
H 6.088 -3.817 -14.076 0.0029 0.1194 0.1034
H 4.238 -4.924 -12.272 -0.1774 -0.0001 0.2331
C 5.189 -3.360 -8.458 -0.4934 0.3727 0.5855
O 4.364 -2.192 -8.201 1.0778 -0.6674 -0.7134
H 6.175 -3.222 -8.015 -0.3517 0.0503 0.5648
H 4.616 -4.190 -8.044 0.5378 -0.4091 0.2368
H 5.438 -3.628 -9.485 -0.5615 0.5448 -0.5477
H 3.576 -2.344 -8.729 -0.2012 0.1486 -0.1322
C -2.112 -6.980 -9.546 0.6001 0.0873 0.4837
O -1.051 -7.772 -9.003 -0.3654 -0.1052 -0.8354
H -2.506 -6.315 -8.778 0.0522 0.2965 0.0104
H -1.760 -6.417 -10.410 -0.1235 0.1340 -0.1002
H -2.948 -7.617 -9.834 0.2612 -0.2389 -0.1417
H -0.381 -7.225 -8.585 0.0327 0.3310 0.0932
C 0.754 0.369 -12.552 -0.5653 -0.2529 -0.8425
C 1.107 -1.005 -13.077 0.8889 -0.5975 0.8365
O 2.254 -1.548 -12.445 0.9841 0.0106 -0.1987
H -0.106 0.663 -13.153 -0.2503 0.4176 0.1268
H 1.540 1.101 -12.736 0.0605 -0.1212 0.2784
H 0.460 0.311 -11.504 0.2607 0.1517 0.0925
H 1.335 -1.010 -14.143 -0.4568 0.0530 -0.0291
H 0.363 -1.743 -12.778 -0.8631 0.3306 -0.8769
H 1.909 -2.002 -11.673 0.1035 0.3356 0.2949
C 7.932 -7.909 -11.654 0.9072 -0.2955 1.5599
C 6.686 -8.297 -10.839 0.7678 1.1788 -2.7127
C 6.610 -7.489 -9.603 -0.9534 0.4371 0.8374
O 5.428 -7.891 -8.903 -0.3375 -0.9845 -0.5028
C 5.338 -7.346 -7.609 0.9034 -0.2324 0.8379
N 5.505 -7.932 -11.673 -1.2529 -0.2115 0.4137
H 7.965 -6.882 -12.015 -0.7419 -0.1979 -0.6641
H 8.164 -8.708 -12.358 0.0272 0.5325 -0.3321
H 8.757 -7.838 -10.946 0.4081 -0.5752 0.0316
H 6.741 -9.370 -10.656 -0.2962 0.0282 0.2605
H 6.402 -6.428 -9.744 0.6758 0.3203 -0.7537
H 7.517 -7.578 -9.005 -0.1366 -0.2982 0.2717
H 4.723 -8.039 -7.035 -0.2233 0.5629 0.1892
H 5.056 -6.294 -7.582 -0.5986 -0.1276 -0.1964
H 6.349 -7.363 -7.201 0.0148 -0.1606 0.4067
H 5.578 -8.079 -12.670 0.5597 -1.0039 -0.2302
H 5.501 -6.923 -11.724 -0.2647 0.6945 0.4414
C -2.339 -7.986 -5.515 -1.0501 -1.0834 0.2613
C -3.399 -8.809 -6.341 1.0463 -0.3102 -1.4281
C -4.588 -8.037 -6.948 0.3086 1.7159 1.2507
O -5.209 -7.222 -5.976 -1.2488 0.9088 -0.0330
C -5.829 -7.895 -4.933 1.0463 -1.3760 1.2339
N -2.598 -9.462 -7.411 -0.6116 -0.2437 0.0035
H -2.747 -7.578 -4.590 -0.0884 0.3481 -0.1894
H -1.786 -7.241 -6.087 -0.4470 0.2209 -0.2578
H -1.571 -8.697 -5.208 -0.1814 -0.1076 -0.0492
H -3.802 -9.680 -5.825 0.1103 0.3567 0.7849
H -5.399 -8.579 -7.436 0.4938 -0.7446 -0.2896
H -4.265 -7.191 -7.555 0.6079 -0.6854 -0.9914
H -6.360 -8.830 -5.110 -0.9218 0.2558 -1.2345
H -6.436 -7.236 -4.312 0.3067 0.0178 -0.1475
H -5.008 -8.384 -4.408 0.1152 0.5127 1.2610
H -3.107 -10.246 -7.793 -0.1148 -0.2492 0.0218
H -2.437 -8.842 -8.192 0.2524 0.0025 0.2681
C -5.050 -3.929 -7.593 0.2900 -0.5971 -1.2096
C -3.836 -3.273 -8.291 0.7669 -1.4699 -1.0555
C -3.513 -3.674 -9.849 -1.7525 0.8130 2.1607
O -2.409 -2.930 -10.366 -1.0650 0.0098 2.1633
C -2.056 -3.251 -11.650 0.8757 0.0047 -1.7162
N -3.893 -1.822 -8.269 0.4694 0.6605 0.5424
H -5.255 -3.529 -6.601 0.0485 0.5214 -0.2122
H -4.860 -4.980 -7.377 0.0576 -0.1506 -0.2445
H -5.923 -3.882 -8.245 -0.2831 0.1109 0.2541
H -3.001 -3.598 -7.670 0.4442 0.3267 -0.2816
H -4.415 -3.323 -10.349 -0.1441 -0.2318 -0.4960
H -3.425 -4.754 -9.972 0.3337 0.1421 -0.0824
H -1.933 -4.330 -11.749 0.2148 -0.0014 -0.2529
H -1.135 -2.700 -11.840 0.3417 -0.5043 -0.0340
H -2.718 -2.871 -12.428 -0.6548 -0.1821 0.1446
H -4.781 -1.485 -8.612 -0.3068 -0.0398 -0.3180
H -3.928 -1.618 -7.281 -0.0636 0.4870 0.2890
C 1.056 -9.102 -4.829 1.2068 0.7919 1.1808
C 1.451 -9.930 -6.013 0.0387 -0.4695 0.0514
C 1.774 -11.430 -5.705 -2.0533 0.6903 -0.2185
O 2.743 -11.511 -4.732 1.4835 0.6907 0.5757
C 3.098 -12.798 -4.244 -0.3780 0.2783 -0.3006
N 0.553 -9.669 -7.081 -0.2584 -0.9594 -2.2391
H 1.999 -8.973 -4.299 -0.3274 0.0415 0.9484
H 0.241 -9.427 -4.182 0.3110 -0.8445 0.0306
H 0.719 -8.093 -5.069 0.2802 0.0009 -0.7385
H 2.368 -9.578 -6.486 0.6994 0.3642 0.7883
H 1.973 -11.890 -6.673 0.6596 -0.3122 -0.1437
H 0.883 -11.935 -5.330 -0.5461 -0.0439 -0.0335
H 4.054 -12.736 -3.723 0.1192 0.1583 -0.4240
H 3.126 -13.468 -5.103 0.2221 -0.4243 0.2353
H 2.402 -13.151 -3.483 -0.4248 -0.0919 -0.1857
H -0.441 -9.802 -6.960 -0.1915 0.0650 0.1658
H 0.772 -8.753 -7.445 -0.4820 -0.0269 0.0835
C -0.075 0.904 -5.069 0.7582 1.1469 -0.5936
C -0.406 0.700 -6.532 -1.7199 0.9195 0.5830
C 0.814 0.848 -7.523 -1.3835 -0.3634 1.1464
O 0.433 0.948 -8.903 -1.0593 0.1272 0.3893
C 0.146 2.300 -9.310 0.8127 0.9701 -0.1007
N -1.240 -0.544 -6.594 0.9855 0.1811 -1.3165
H 0.335 1.912 -5.006 1.3034 -0.2810 0.2628
H 0.550 0.053 -4.799 0.2476 0.5083 0.8784
H -0.920 1.115 -4.413 -0.4683 -1.1054 -0.2145
H -1.092 1.527 -6.713 -0.1551 0.0894 -0.7132
H 1.441 -0.027 -7.350 0.3573 0.0514 -0.5586
H 1.330 1.761 -7.226 0.2148 -0.1335 0.0278
H -0.175 2.370 -10.350 0.2076 -0.6205 -0.0007
H 1.048 2.902 -9.198 0.3644 -0.1967 -0.2937
H -0.564 2.916 -8.757 -0.5963 -0.8364 0.6492
H -2.156 -0.424 -6.186 0.1435 0.3354 0.3846
H -0.744 -1.244 -6.061 -0.1817 -0.4580 0.0564
```
Positions in Å, forces in eV/Å.

The calculation puts the LUMO energy at -5.651 eV. As for the charge: +2. As for the HOMO energy: -11.95 eV. The frontier orbital gap comes out at 6.3 eV.